P:
Computed, not measured: a cluster of 2 separate species, CH3BO4 in total, with the ωB97M-V functional and the def2-TZVPD basis.

Positions of all 9 atoms, in Å:
O -1.80 0.92 0.46
O 1.24 -0.99 0.35
O -2.41 -1.50 0.06
O 2.07 0.74 -0.83
C 1.18 0.11 -0.03
B -2.06 -0.24 0.30
H 1.85 1.61 -0.89
H -1.82 -2.31 -0.11
H 0.27 0.88 0.09

SMILES string: O=BO.O=CO
HOMO-LUMO gap: 10.84 eV
Molar mass: 89.843 g/mol
Lowest unoccupied orbital energy: 0.090 eV
HOMO level: -10.75 eV

Charges computed using natural (NBO), reported in e:
1 O -0.878
2 O -0.565
3 O -0.944
4 O -0.679
5 C 0.642
6 B 1.269
7 H 0.480
8 H 0.561
9 H 0.113

***

Q:
Computed, not measured: the molecule CH3BO4, with the ωB97M-V functional and the def2-TZVPD basis.

Positions of all 9 atoms, in Å:
O -1.98 -0.57 0.14
O 0.30 -0.77 -0.43
O 2.38 -0.18 -1.47
O -0.54 1.34 0.51
C 1.90 -0.59 -0.49
B -0.69 0.00 0.13
H -1.34 1.77 0.57
H 2.49 -1.03 0.32
H -2.50 0.03 0.72

SMILES string: O=COB(O)O
HOMO-LUMO gap: 11.71 eV
Molar mass: 89.843 g/mol
Lowest unoccupied orbital energy: 0.267 eV
HOMO level: -11.44 eV

Charges computed using natural (NBO), reported in e:
1 O -0.888
2 O -0.801
3 O -0.461
4 O -0.907
5 C 0.687
6 B 1.258
7 H 0.480
8 H 0.161
9 H 0.471

***

Name the least stable of them. P.

***

P:
Computed, not measured: a cluster of 2 separate species, C4H5ClN2O in total, with the ωB97M-V functional and the def2-TZVPD basis.

Positions of all 13 atoms, in Å:
Cl -1.38 -1.25 -2.71
O 3.76 0.61 0.17
N -0.09 -0.14 0.72
N 1.64 2.68 -1.11
C -0.94 -0.36 -1.38
C 1.84 1.84 -0.26
C -0.28 -0.96 -0.30
C 2.71 1.18 0.57
H 0.59 -0.54 1.52
H 2.48 1.18 1.63
H 1.05 2.76 -1.95
H -0.07 -2.01 -0.34
H -1.42 0.59 -1.31

HOMO-LUMO gap (alpha / beta): 8.10 / 6.82 eV
Molar mass: 132.550 g/mol
Lowest unoccupied orbital energy (alpha / beta): -0.643 / -1.146 eV
HOMO level (alpha / beta): -8.74 / -7.97 eV

Charges computed using natural (NBO), reported in e:
1 Cl 0.067
2 O -0.515
3 N -0.585
4 N -0.565
5 C -0.209
6 C 0.399
7 C -0.030
8 C 0.123
9 H 0.348
10 H 0.151
11 H 0.412
12 H 0.190
13 H 0.214

***

Q:
Computed, not measured: the molecule C4H5ClN2O, with the ωB97M-V functional and the def2-TZVPD basis.

Positions of all 13 atoms, in Å:
Cl 0.76 -1.22 2.37
O -1.58 -0.82 -1.38
N -1.19 -1.66 0.67
N -1.93 -1.71 -0.32
C -0.43 0.05 -1.21
C 1.08 1.31 0.31
C -0.65 -0.91 1.44
C -0.28 0.76 0.10
H 0.89 1.88 1.18
H 0.38 -0.57 -1.29
H -0.41 0.75 -2.04
H 1.65 1.77 -0.43
H 1.72 0.38 0.60

HOMO-LUMO gap (alpha / beta): 7.38 / 7.23 eV
Molar mass: 132.550 g/mol
Lowest unoccupied orbital energy (alpha / beta): -0.759 / -1.230 eV
HOMO level (alpha / beta): -8.14 / -8.46 eV

Charges computed using natural (NBO), reported in e:
1 Cl 0.039
2 O -0.355
3 N -0.249
4 N 0.123
5 C -0.249
6 C -0.771
7 C 0.163
8 C 0.156
9 H 0.242
10 H 0.193
11 H 0.233
12 H 0.231
13 H 0.243

***

R:
Computed, not measured: the molecule C4H5ClN2O, with the ωB97M-V functional and the def2-TZVPD basis.

Positions of all 13 atoms, in Å:
Cl -0.94 -2.06 0.83
O 3.18 0.83 1.23
N 2.23 0.57 0.52
N 2.25 -1.99 -1.48
C -0.13 -0.41 0.53
C 1.90 -1.37 -0.59
C 1.38 -0.63 0.64
C -0.56 0.29 -0.77
H 0.24 1.11 -1.09
H -0.41 -0.36 -1.55
H -0.39 0.15 1.33
H 1.76 -1.19 1.45
H -1.51 0.60 -0.64

SMILES string: C[C@@H](Cl)[C@@H](C#N)N=O
HOMO-LUMO gap (alpha / beta): 8.81 / 8.81 eV
Molar mass: 132.550 g/mol
Lowest unoccupied orbital energy (alpha / beta): -1.058 / -1.059 eV
HOMO level (alpha / beta): -9.87 / -9.87 eV

Charges computed using natural (NBO), reported in e:
1 Cl -0.065
2 O -0.228
3 N 0.139
4 N -0.274
5 C -0.117
6 C 0.258
7 C -0.238
8 C -0.624
9 H 0.243
10 H 0.228
11 H 0.207
12 H 0.246
13 H 0.224

***

Name the least stable of them. Q.

***

P:
Computed, not measured: a cluster of 2 separate species, C2H4IOP3 in total, with the ωB97M-V functional and the def2-TZVPD basis.

Positions of all 11 atoms, in Å:
I 3.26 -1.14 0.00
P 0.60 2.75 -0.01
P 2.24 0.71 1.26
P 2.87 2.45 0.01
O 2.77 1.94 -1.48
C -1.48 -0.33 0.35
C 0.75 1.15 0.39
H -1.17 0.03 -0.72
H 3.59 1.56 -1.69
H -2.24 0.27 0.89
H -1.21 -1.22 0.88

HOMO-LUMO gap (alpha / beta): 6.88 / 7.40 eV
Molar mass: 263.879 g/mol
Lowest unoccupied orbital energy (alpha / beta): -0.709 / -0.772 eV
HOMO level (alpha / beta): -7.58 / -8.17 eV

Charges computed using natural (NBO), reported in e:
1 I -0.159
2 P 0.420
3 P 0.361
4 P 0.640
5 O -0.989
6 C -0.516
7 C -0.830
8 H 0.216
9 H 0.494
10 H 0.177
11 H 0.185

***

Q:
Computed, not measured: the molecule C2H4IOP3, with the ωB97M-V functional and the def2-TZVPD basis.

Positions of all 11 atoms, in Å:
I -1.72 -1.51 -3.62
P 0.70 1.46 -1.46
P 0.34 -0.76 -2.55
P 1.33 0.99 -3.56
O 1.97 2.05 -0.61
C -0.31 -0.77 0.39
C 0.18 -0.19 -0.84
H -1.02 -1.55 0.39
H -0.71 0.01 1.17
H 1.83 2.32 0.35
H 0.58 -1.18 0.96

SMILES string: CC1=[P@]2(O)P=[P@@]12I
HOMO-LUMO gap (alpha / beta): 6.12 / 6.13 eV
Molar mass: 263.879 g/mol
Lowest unoccupied orbital energy (alpha / beta): -1.458 / -1.456 eV
HOMO level (alpha / beta): -7.58 / -7.58 eV

Charges computed using natural (NBO), reported in e:
1 I -0.094
2 P 1.004
3 P 0.477
4 P -0.180
5 O -1.006
6 C -0.675
7 C -0.742
8 H 0.235
9 H 0.240
10 H 0.512
11 H 0.230

***

Name the least stable of them. P.

***

P:
Computed, not measured: the molecule C4H4ClNO2, with the ωB97M-V functional and the def2-TZVPD basis.

Positions of all 12 atoms, in Å:
Cl -2.04 -2.67 0.77
O 1.10 -0.85 -1.61
O 1.12 2.56 0.32
N 0.28 0.50 0.00
C 0.31 1.73 0.64
C -0.90 -1.67 -0.04
C -0.60 -0.49 0.51
C 1.09 0.24 -1.12
H -0.45 1.85 1.46
H -0.49 -2.09 -0.92
H 1.65 1.11 -1.47
H -1.06 -0.22 1.48

SMILES string: O=CN(C=O)/C=C/Cl
HOMO-LUMO gap: 9.78 eV
Molar mass: 133.534 g/mol
Lowest unoccupied orbital energy: 0.360 eV
HOMO level: -9.42 eV

Charges computed using natural (NBO), reported in e:
1 Cl -0.005
2 O -0.542
3 O -0.546
4 N -0.495
5 C 0.555
6 C -0.226
7 C -0.064
8 C 0.546
9 H 0.135
10 H 0.256
11 H 0.167
12 H 0.219

***

Q:
Computed, not measured: a structure of composition C4H4ClNO2, with the ωB97M-V functional and the def2-TZVPD basis.

Positions of all 12 atoms, in Å:
Cl 1.60 2.06 -0.34
O -0.84 0.63 0.12
O 0.10 -1.47 -0.44
N 3.05 -1.56 -0.23
C 2.49 -0.53 0.09
C 0.17 -0.15 -0.18
C -2.11 0.08 -0.17
C 1.51 0.51 0.35
H 1.17 0.42 1.50
H -2.40 -0.73 0.80
H -2.85 1.16 -0.09
H -1.90 -0.41 -1.41

HOMO-LUMO gap: 10.72 eV
Molar mass: 133.534 g/mol
Lowest unoccupied orbital energy: -0.038 eV
HOMO level: -10.76 eV

Charges computed using natural (NBO), reported in e:
1 Cl 0.089
2 O -0.512
3 O -0.580
4 N -0.231
5 C 0.246
6 C 0.770
7 C -0.324
8 C -0.450
9 H 0.291
10 H 0.231
11 H 0.223
12 H 0.247

***

Name the least stable of them. Q.